No. 1
Density functional theory data (wB97M-V/def2-TZVPD) for a structure of composition C27H35LaN4O7P in a non-equilibrium geometry.

Summary:
**LUMO energy (spin up / spin down)**: -4.35 / -4.34 eV
**Charge**: +1
**Orbital gap (spin up / spin down)**: 4.600 / 5.388 eV
**Strongest force on any atom**: 6.92 eV/Å
**E_HOMO (spin up / spin down)**: -8.95 / -9.72 eV

Last column: Mulliken charge in e.
Positions of all 75 atoms, in Å:
O (-0.34397, -0.61409, -3.36692)  -0.599
H (0.03925, -0.10694, -4.10462)  0.322
La (0.52460, -0.26327, -0.10963)  0.903
N (0.41615, 2.25638, 0.52702)  0.298
N (2.19476, 1.33659, -1.00007)  -0.046
N (-1.33562, -1.64480, 1.02514)  0.546
N (-0.10255, -2.41489, -1.09251)  0.372
O (-0.54643, 2.55994, 1.31500)  -0.802
O (-1.93193, -1.32766, 2.26201)  -0.614
O (0.48413, -2.77147, -2.30727)  -0.626
O (2.82145, 0.21025, -0.70921)  -0.713
C (2.56997, 2.47270, -0.31857)  0.369
C (1.57784, 2.98438, 0.55654)  0.501
C (-1.54849, -2.92192, 0.68344)  0.348
C (-0.86049, -3.35510, -0.50860)  0.387
C (1.83902, 4.10119, 1.50273)  -1.589
H (2.53809, 3.78637, 2.29668)  0.174
H (0.89988, 4.42138, 1.96632)  0.387
H (2.28756, 4.95089, 0.97026)  0.464
C (3.92904, 3.03143, -0.48748)  -0.990
H (4.20775, 2.98381, -1.54944)  0.379
H (4.66965, 2.45392, 0.08540)  -0.031
H (3.97552, 4.07640, -0.15764)  0.333
C (-2.37462, -3.82690, 1.53231)  -1.394
C (-1.01360, -4.73545, -1.04234)  -1.537
H (-3.22012, -3.28582, 1.97070)  0.387
H (-1.77443, -4.25082, 2.35367)  0.206
H (-2.75571, -4.66389, 0.93638)  0.431
H (-0.41708, -4.85100, -1.95082)  0.347
H (-2.06705, -4.94349, -1.27607)  0.411
H (-0.68674, -5.47707, -0.30055)  0.374
H (-1.49003, -0.50033, 2.54239)  0.223
H (0.23280, -1.98058, -2.90079)  0.503
C (-0.64524, 0.46435, -2.11042)  0.011
H (0.31323, 1.00926, -1.92278)  0.267
H (-1.23196, -0.14883, -1.39037)  0.062
H (-1.34135, 1.17316, -2.54923)  0.492
O (-3.34148, 2.78892, 0.74949)  -0.652
H (-3.70594, 1.90572, 0.92091)  0.288
H (-2.37983, 2.70306, 0.94744)  0.421
O (0.81459, -0.22400, 2.29976)  0.738
P (1.45450, -0.33365, 3.68583)  0.677
C (2.95664, 0.65313, 3.71486)  0.643
C (3.30192, 1.41855, 4.84202)  -0.604
C (4.45408, 2.20606, 4.82590)  -0.635
C (5.25706, 2.25560, 3.68428)  -0.727
C (4.91338, 1.49892, 2.55986)  -0.697
C (3.77731, 0.69465, 2.57612)  -0.379
C (0.30521, 0.26671, 4.93800)  0.260
C (0.32874, -0.24018, 6.25095)  -0.324
C (-0.58496, 0.22745, 7.19860)  -0.707
C (-1.53049, 1.19468, 6.84311)  -0.514
C (-1.55254, 1.70042, 5.53879)  -0.809
C (-0.63432, 1.24555, 4.59002)  -0.225
C (1.78936, -2.05309, 4.09062)  -0.180
C (0.72710, -2.96696, 4.02038)  -0.090
C (0.91282, -4.28684, 4.43348)  -0.785
C (2.16773, -4.70732, 4.89183)  -0.563
C (3.23864, -3.80874, 4.91855)  -0.724
C (3.05808, -2.48363, 4.51115)  -0.355
H (2.66623, 1.39151, 5.72817)  0.393
H (4.72305, 2.78280, 5.71197)  0.406
H (6.15288, 2.87859, 3.66370)  0.403
H (5.54190, 1.51282, 1.66759)  0.641
H (3.53316, 0.09277, 1.69502)  0.195
H (1.05389, -1.00795, 6.52754)  0.453
H (-0.55388, -0.16953, 8.21428)  0.420
H (-2.24882, 1.55499, 7.58136)  0.403
H (-2.28708, 2.45389, 5.25151)  0.458
H (-0.63830, 1.66021, 3.57796)  0.384
H (-0.25036, -2.63839, 3.65521)  0.548
H (0.07140, -4.98130, 4.40176)  0.430
H (2.30737, -5.73686, 5.22544)  0.394
H (4.22110, -4.13392, 5.26336)  0.421
H (3.89327, -1.78110, 4.52712)  0.437

Cartesian forces (eV/Å) of the 2 atoms listed first:
O -0.6970 2.4327 2.5984
H -0.1094 0.0393 0.4652

No. 2
Density functional theory data (wB97M-V/def2-TZVPD) for a structure of composition C27H36AsClN4O8PtS in a non-equilibrium geometry.

Summary:
**<S²>**: 6.079
**LUMO energy (spin up / spin down)**: -6.13 / -8.79 eV
**Charge**: +2
**Spin multiplicity**: 5
**Orbital gap (spin up / spin down)**: 6.027 / 5.315 eV
**Strongest force on any atom**: 5.76 eV/Å
**E_HOMO (spin up / spin down)**: -12.16 / -14.10 eV

Last column: Mulliken charge in e.
Positions of all 79 atoms, in Å:
Pt (-0.04796, -0.75420, -1.24511)  1.444
Cl (-1.78664, -0.03202, -8.00453)  -0.071
C (-1.21589, 0.21929, -6.46146)  0.397
C (-0.28937, 1.22929, -6.14163)  -0.825
C (0.15921, 1.38271, -4.84964)  -0.279
C (-0.33344, 0.52757, -3.81068)  0.526
O (0.21011, 0.69700, -2.60371)  -0.636
C (-1.29918, -0.52586, -4.16683)  1.489
C (-1.97092, -1.39760, -3.29877)  -0.602
O (-2.04172, -1.34466, -2.00689)  -0.574
C (-1.68916, -0.64448, -5.51095)  -1.559
H (0.03881, 1.86706, -6.93935)  0.458
H (0.87609, 2.15868, -4.60772)  0.553
H (-2.62380, -2.11198, -3.85979)  0.294
H (-2.40051, -1.41703, -5.79562)  0.405
N (-0.76967, -2.03204, 0.09489)  -0.458
C (-0.14508, -2.26718, 1.41705)  -0.772
C (0.74554, -1.10282, 1.89775)  -0.200
C (2.19153, -0.95665, 1.46329)  0.352
O (2.86145, -2.12786, 1.35338)  -0.312
O (2.72512, 0.13903, 1.22509)  -0.652
H (-1.72940, -1.68896, 0.31173)  0.306
H (-0.97840, -2.91569, -0.35563)  0.414
H (0.37934, -3.23542, 1.39836)  0.457
H (-1.00264, -2.42701, 2.13958)  0.415
H (0.75429, -1.11434, 3.02337)  0.561
H (0.25966, -0.16185, 1.59183)  -0.265
C (1.30980, -2.76691, -3.78353)  -1.308
As (1.80099, -1.88604, -2.11377)  0.738
C (3.10964, -0.48484, -2.53932)  -1.080
C (2.50668, -3.41437, -1.05083)  -0.995
C (3.83554, -3.19204, -0.47266)  0.703
C (4.09318, -2.11044, 0.52673)  1.202
C (5.28595, -2.39230, 1.32807)  -1.212
C (6.12384, -3.46943, 1.09982)  -0.625
C (5.90485, -4.36092, 0.05317)  -0.961
C (4.76614, -4.21722, -0.70322)  -0.470
H (2.05127, -3.53506, -4.06386)  0.548
H (1.32441, -2.03482, -4.58998)  0.390
H (0.33435, -3.24921, -3.69133)  0.401
H (3.96704, -0.87195, -3.07213)  0.507
H (3.44019, -0.08509, -1.58698)  0.297
H (2.64502, 0.35011, -3.10445)  0.293
H (2.60735, -4.20296, -1.81659)  0.604
H (1.68408, -3.62733, -0.35296)  0.369
H (4.12773, -1.10508, 0.11651)  -0.025
H (5.42256, -1.75250, 2.18358)  0.474
H (6.93453, -3.58732, 1.77252)  0.458
H (6.64208, -5.11179, -0.16782)  0.434
H (4.58470, -4.87799, -1.52611)  0.411
C (-2.52940, 4.90752, 7.07962)  -1.215
C (-2.92930, 3.94189, 5.99900)  -0.426
S (-2.38037, 4.37744, 4.33206)  1.194
O (-2.93351, 5.69168, 4.08584)  -0.644
O (-0.91786, 4.18760, 4.25273)  -0.653
C (-3.09290, 3.05431, 3.33918)  -0.597
C (-2.78813, 3.21573, 1.86900)  -1.570
N (-2.65259, 2.00833, 1.00651)  0.408
C (-1.47984, 1.58818, 0.40565)  0.519
N (-1.68084, 0.59390, -0.46397)  -0.155
C (-3.06377, 0.32466, -0.44174)  -0.737
C (-3.67332, 1.14270, 0.47157)  -0.355
N (-4.96758, 0.99625, 0.83444)  0.909
O (-5.56786, 0.04739, 0.26620)  -0.567
O (-5.52250, 1.76623, 1.66573)  -0.556
C (-0.13709, 2.22647, 0.70222)  -0.763
H (-2.71292, 4.44187, 8.03627)  0.388
H (-3.07774, 5.85489, 7.05516)  0.334
H (-1.44568, 5.12666, 7.06023)  0.330
H (-4.04311, 3.90682, 5.91503)  0.340
H (-2.53388, 2.92668, 6.17459)  0.377
H (-4.16529, 3.10431, 3.55292)  0.545
H (-2.70727, 2.13645, 3.79171)  0.454
H (-1.87250, 3.82365, 1.72638)  0.733
H (-3.56156, 3.85151, 1.39518)  0.287
H (-3.57144, -0.31953, -1.13468)  0.736
H (0.22132, 2.86722, -0.13364)  0.273
H (0.63270, 1.43127, 0.82183)  -0.061
H (-0.22508, 2.80046, 1.63209)  0.450

Cartesian forces (eV/Å) of the 2 atoms listed first:
Pt -2.6295 2.5991 -0.2408
Cl 0.0257 0.3006 -0.7496

No. 3
Density functional theory data (wB97M-V/def2-TZVPD) for a structure of composition C27H36BFeN12O2S in a non-equilibrium geometry.

Summary:
**<S²>**: 0.966
**LUMO energy (spin up / spin down)**: -7.49 / -7.11 eV
**Charge**: +2
**Spin multiplicity**: 2
**Orbital gap (spin up / spin down)**: 6.064 / 6.441 eV
**Strongest force on any atom**: 1.42 eV/Å
**E_HOMO (spin up / spin down)**: -13.55 / -13.55 eV

Last column: Mulliken charge in e.
Positions of all 80 atoms, in Å:
Fe (-0.06506, -0.25384, 0.21656)  -0.975
C (3.10218, -1.73828, -0.12366)  -1.508
C (2.55032, -0.83524, -1.17209)  1.049
C (3.14444, -0.47940, -2.37534)  -1.648
C (2.26206, 0.39478, -2.98619)  0.031
N (1.20162, 0.55053, -2.19246)  0.762
N (1.37234, -0.18991, -1.07202)  -0.158
B (-0.07735, 1.41767, -2.35988)  0.594
N (-1.32285, 0.48711, -2.21160)  1.124
C (-2.35086, 0.22959, -3.02332)  -0.198
C (-3.22004, -0.63416, -2.37324)  -1.372
C (-2.65346, -0.86720, -1.12378)  0.792
C (-3.18994, -1.66204, 0.01902)  -1.476
N (-1.49685, -0.18185, -1.05645)  -0.240
N (-0.09865, 2.33176, -1.12428)  0.529
C (-0.12838, 3.66061, -0.99788)  0.037
C (-0.12587, 3.96701, 0.34322)  -1.639
C (-0.09412, 2.75167, 1.01328)  0.904
C (-0.10144, 2.61041, 2.49352)  -1.197
N (-0.07615, 1.74462, 0.11331)  0.044
N (-0.09364, 2.07781, -3.70011)  0.994
C (-0.04980, 1.43832, -4.90476)  -0.381
C (-0.05490, 2.39089, -5.88325)  -1.379
C (-0.10316, 3.62300, -5.18828)  0.697
C (-0.12484, 5.00301, -5.75802)  -1.283
N (-0.12555, 3.42512, -3.88339)  -1.319
H (4.17239, -1.85438, -0.27623)  0.469
H (2.94133, -1.33316, 0.87656)  0.187
H (2.65143, -2.73078, -0.17695)  0.249
H (4.09896, -0.80959, -2.74589)  0.538
H (2.34103, 0.92665, -3.91964)  0.592
H (-2.42474, 0.69256, -3.99312)  0.685
H (-4.14561, -1.03289, -2.75143)  0.632
H (-4.17481, -2.04779, -0.23174)  0.426
H (-2.54830, -2.50555, 0.27930)  0.194
H (-3.28703, -1.03555, 0.90674)  0.343
H (-0.14489, 4.27637, -1.88118)  0.663
H (-0.13934, 4.94595, 0.78895)  0.489
H (-0.08040, 3.60179, 2.94008)  0.432
H (-1.00818, 2.10604, 2.82235)  0.109
H (0.76375, 2.05227, 2.85214)  0.258
H (-0.01706, 0.36174, -4.97590)  0.625
H (-0.02718, 2.24025, -6.94838)  0.445
H (-0.11269, 4.97337, -6.84490)  0.365
H (-1.01633, 5.53903, -5.43403)  0.315
H (0.73984, 5.57201, -5.41752)  0.310
O (-3.83906, -3.30481, -4.59595)  -0.494
C (-3.01901, -4.40801, -4.28794)  -0.573
N (-2.25073, -3.95833, -3.14268)  -0.043
C (-1.31084, -4.73826, -2.57233)  -0.085
O (-1.00188, -5.83674, -2.98236)  -0.613
C (-0.65162, -4.17492, -1.33728)  0.305
C (-0.20060, -5.04923, -0.35744)  -0.636
C (0.37848, -4.52853, 0.78640)  -1.102
C (0.48012, -3.15638, 0.92281)  -0.663
N (0.06002, -2.30579, -0.02618)  1.502
C (-0.47534, -2.82076, -1.14418)  -0.623
H (-4.42741, -3.54016, -5.32063)  0.309
H (-2.33980, -4.66786, -5.10360)  0.376
H (-3.60186, -5.29532, -4.02376)  0.344
H (-2.55868, -3.09164, -2.72929)  0.106
H (-0.29720, -6.11536, -0.51986)  0.551
H (0.74428, -5.17470, 1.57133)  0.497
H (0.91709, -2.71743, 1.80288)  0.390
H (-0.72901, -2.11589, -1.92304)  1.132
S (-0.33644, -0.53256, 2.42417)  -0.763
C (-0.09002, -0.12779, 4.09660)  0.257
N (1.01425, -0.54339, 4.69109)  -0.059
C (1.29458, -0.31582, 6.11619)  -0.648
C (0.59849, 0.95693, 6.56534)  -0.587
C (-0.87150, 0.91213, 6.18665)  -0.624
N (-1.00095, 0.55063, 4.76677)  0.001
H (1.66668, -1.07288, 4.13652)  0.177
H (2.37306, -0.23690, 6.23248)  0.410
H (0.94858, -1.17724, 6.69034)  0.317
H (1.07639, 1.82248, 6.10338)  0.289
H (0.69088, 1.06253, 7.64450)  0.366
H (-1.33837, 1.88559, 6.32208)  0.397
H (-1.41456, 0.18626, 6.79403)  0.337
H (-1.84985, 0.79210, 4.28023)  0.339

Cartesian forces (eV/Å) of the 2 atoms listed first:
Fe 0.6895 0.6661 -1.0475
C -0.0149 -0.0251 -0.0099

Look up the strongest force on any atom of the third one. 1.42 eV/Å